{
  "formula": "C41H65CeIN3O3P2SSi4Te",
  "method": "wB97M-V/def2-TZVPD",
  "elements": ["Ce", "I", "Te", "S", "P", "P", "Si", "Si", "Si", "Si", "O", "O", "O", "N", "N", "N", "C", "C", "C", "C", "C", "C", "C", "C", "C", "C", "C", "C", "C", "C", "C", "C", "C", "C", "C", "C", "C", "C", "C", "C", "C", "C", "C", "C", "C", "C", "C", "C", "C", "C", "C", "C", "C", "C", "C", "C", "C", "H", "H", "H", "H", "H", "H", "H", "H", "H", "H", "H", "H", "H", "H", "H", "H", "H", "H", "H", "H", "H", "H", "H", "H", "H", "H", "H", "H", "H", "H", "H", "H", "H", "H", "H", "H", "H", "H", "H", "H", "H", "H", "H", "H", "H", "H", "H", "H", "H", "H", "H", "H", "H", "H", "H", "H", "H", "H", "H", "H", "H", "H", "H", "H", "H"],
  "xyz": [[1.0458, -1.0186, 0.3255], [3.3104, 0.4654, -1.2341], [-1.6157, -3.0921, 2.2262], [-0.2224, -2.5442, -5.6986], [-1.9227, -3.1529, -0.1271], [-0.7697, 2.2429, -3.7315], [0.2420, 1.0251, 5.0042], [0.6394, 3.2984, 1.8596], [3.5511, 1.9284, 3.4397], [1.3360, 1.1890, 2.8349], [3.6794, -2.2718, 5.4876], [2.0008, -3.1023, 0.3505], [-0.4012, 0.8073, -1.0175], [-0.7788, -2.2256, -0.8327], [3.0103, -2.8203, 4.3455], [2.6349, -2.6707, 1.4723], [-3.5336, -2.6484, -0.8194], [3.1539, -3.6303, 2.1910], [1.4122, 3.9412, -3.5695], [1.4184, 3.6044, 0.2164], [-0.0053, 3.9281, -3.7316], [-0.5690, -6.9293, -1.0084], [0.6019, 2.2283, 6.4433], [0.6113, -1.5257, -4.4070], [-5.2665, -2.5717, -2.5142], [0.9557, 4.9232, 2.7974], [-4.2461, -1.6209, -0.1164], [-4.1167, -3.1811, -1.9485], [-2.7101, 3.2546, -5.6288], [-0.7105, 5.1368, -3.5498], [5.3114, -3.2155, 3.5925], [-4.2719, 0.9844, -5.2618], [-1.5860, 1.0408, 4.6275], [-1.8190, -4.9361, -0.4906], [-4.5908, 1.8879, -6.2624], [-0.9117, -2.0478, -2.2935], [-0.0582, 6.3210, -3.3243], [0.4608, -1.8971, -2.9512], [3.5641, 2.9643, 5.0774], [-5.3461, -1.0381, -0.6797], [2.0112, 5.1532, -3.3452], [4.2969, 3.1992, 2.1293], [3.1213, -5.0245, 1.7779], [-1.1826, 3.2989, 1.5173], [-1.7959, -1.5340, -5.6920], [-2.9376, -7.0126, -0.6016], [1.3652, 6.3371, -3.1929], [-2.9891, -5.6844, -0.3879], [-5.8731, -1.5135, -1.8824], [4.6135, 0.3450, 3.6441], [-3.8933, 3.0632, -6.4083], [-1.7383, -7.6628, -0.8706], [-2.3167, 2.2966, -4.6976], [3.8302, -3.1484, 3.4445], [0.5054, -0.7926, 5.7169], [-3.1450, 1.2225, -4.4795], [-0.6491, -5.5743, -0.8152], [1.6318, -1.4614, -4.6869], [-1.9102, 2.0274, 4.4369], [-4.9578, 0.1807, -4.9954], [3.7828, -5.1696, 1.0069], [0.2845, -4.9288, -0.7746], [1.0828, -1.1090, -2.4647], [-0.4552, 1.6240, -0.5661], [-3.8110, -1.3470, 0.8298], [0.7434, 4.4302, -0.1678], [-0.1545, 2.0552, 7.1719], [-0.0490, -1.4411, 5.0455], [5.7703, -3.8087, 2.8167], [-3.6620, -4.0502, -2.4147], [-1.4523, -2.8813, -2.8203], [-3.9140, -5.2172, -0.0988], [-1.2781, -1.0727, -2.6075], [-6.6906, -1.0371, -2.3918], [-4.1820, 3.8268, -7.0887], [3.8538, 4.1570, 2.4045], [-1.7811, 5.1383, -3.4687], [3.3689, -5.7057, 2.6036], [1.5516, 2.8131, -0.5203], [3.0753, 5.2419, -3.1908], [0.2377, -0.5041, -4.6388], [1.9432, 3.0191, -3.3885], [-5.7187, -2.9734, -3.4263], [3.7464, 2.3891, 5.9579], [0.6560, 3.2540, 6.0626], [1.9146, 4.8853, 3.3995], [-1.5143, -0.5035, -5.5963], [-1.4298, 3.6942, 0.5343], [0.4253, -7.3270, -1.1990], [-2.0753, 4.1769, -5.7547], [5.5359, 0.4857, 4.1767], [-2.2226, 0.6037, 5.3819], [4.0094, 3.0184, 1.0960], [-0.6785, 7.2152, -3.1263], [5.7957, -2.1983, 3.4472], [-2.3138, -1.6856, -6.6794], [-1.9057, -8.7070, -0.9601], [1.1131, 5.7477, 2.1554], [-1.5643, 2.2662, 1.5819], [2.1249, -5.2783, 1.3147], [-2.8391, 0.5478, -3.6858], [5.3429, 3.4388, 2.1621], [1.5790, -1.0554, 5.7220], [0.0614, 5.1578, 3.3607], [4.4544, 3.6002, 4.9966], [-1.7305, 3.8490, 2.3630], [-5.4374, 1.6750, -6.9384], [-1.6451, 0.5229, 3.6353], [2.6999, 3.5960, 5.2739], [-3.8820, -7.5780, -0.5499], [0.9720, -2.8589, -2.7986], [-2.4015, -1.9284, -4.8957], [1.5527, 1.9045, 6.8284], [1.9086, 7.2965, -3.1904], [5.5795, -3.5890, 4.6315], [-5.8593, -0.1804, -0.2060], [2.9517, -2.1795, 6.1319], [4.1794, -0.5286, 4.1177], [0.0506, -0.8537, 6.6861], [-0.4267, 1.0643, -1.9620], [2.3637, 4.1529, 0.3422], [4.8884, 0.1035, 2.6280]],
  "lowdin_spin": [1.02, 0.00, 0.00, 0.00, 0.00, 0.00, 0.00, 0.00, 0.00, 0.00, 0.00, -0.01, 0.00, 0.00, 0.00, 0.00, 0.00, 0.00, 0.00, 0.00, 0.00, 0.00, 0.00, 0.00, 0.00, 0.00, 0.00, 0.00, 0.00, 0.00, 0.00, 0.00, 0.00, 0.00, 0.00, 0.00, 0.00, 0.00, 0.00, 0.00, 0.00, 0.00, 0.00, 0.00, 0.00, 0.00, 0.00, 0.00, 0.00, 0.00, 0.00, 0.00, 0.00, 0.00, 0.00, 0.00, 0.00, 0.00, 0.00, 0.00, 0.00, 0.00, 0.00, 0.00, 0.00, 0.00, 0.00, 0.00, 0.00, 0.00, 0.00, 0.00, 0.00, 0.00, 0.00, 0.00, 0.00, 0.00, 0.00, 0.00, 0.00, 0.00, 0.00, 0.00, 0.00, 0.00, 0.00, 0.00, 0.00, 0.00, 0.00, 0.00, 0.00, 0.00, 0.00, 0.00, 0.00, 0.00, 0.00, 0.00, 0.00, 0.00, 0.00, 0.00, 0.00, 0.00, 0.00, 0.00, 0.00, 0.00, 0.00, 0.00, 0.00, 0.00, 0.00, 0.00, 0.00, 0.00, 0.00, 0.00, 0.00, 0.00],
  "s_squared": 0.75,
  "e_tot_ha": -5271.10029,
  "homo_lumo_gap_ha": 0.18188,
  "de_lowest_kj_mol": 0.0,
  "max_force_ev_per_a": 3.07,
  "homo_energy_ev": -1.27,
  "e_lumo_ev": 3.7,
  "charge": -2,
  "multiplicity": 2
}